(1)
72
Properties=species:S:1:pos:R:3 method="wB97M-V/def2-TZVPD" relative_energy_ev=1.006 total_energy_ev=-81441.273 multiplicity=2 homo_lumo_gap_ev="7.2 / 6.9"
Ti 0.5911 0.2160 -0.6019
C -1.5051 -2.9460 1.5652
C -1.3021 -2.0883 0.4877
N -0.3069 -1.2496 0.7327
N 0.1748 -1.5482 1.9733
C -0.5530 -2.5602 2.4821
B 1.3841 -0.6638 2.4688
N 2.5682 -0.7949 1.4576
C 3.6489 -1.5766 1.5356
C 4.4694 -1.2975 0.4578
C 3.7866 -0.3064 -0.2402
N 2.6414 0.0077 0.3609
N 0.8910 0.8066 2.4360
C 0.8818 1.7404 3.3958
C 0.3277 2.8949 2.8819
C 0.0179 2.5796 1.5619
N 0.3518 1.3183 1.2876
N 1.9379 -1.0324 3.8477
C 1.8056 -2.1000 4.6801
C 2.7091 -1.9679 5.7000
C 3.3828 -0.7662 5.4045
N 2.9326 -0.2122 4.2955
H -2.2485 -3.7175 1.6724
H -1.8358 -2.0246 -0.4481
H -0.3860 -2.9395 3.4699
H 3.7802 -2.2522 2.3669
H 5.4244 -1.7370 0.2264
H 4.0602 0.1841 -1.1621
H 1.2796 1.5214 4.3719
H 0.1682 3.8299 3.3917
H -0.4601 3.1521 0.7813
H 1.1044 -2.8915 4.5097
H 2.8607 -2.6399 6.5282
H 4.1797 -0.2834 5.9523
N -0.7902 3.7030 -3.3162
C -0.6112 2.3713 -3.3826
S 0.3574 1.6846 -4.6107
N -1.1447 1.7373 -2.3100
N -0.7680 0.3891 -2.0776
C -1.0198 -0.4091 -3.0462
C -0.5253 -1.7749 -3.0781
C -1.1240 -2.6993 -3.9417
C -0.7005 -4.0089 -3.9714
C 0.3534 -4.3988 -3.1351
C 0.9791 -3.4954 -2.3041
C 0.5556 -2.1648 -2.2803
O 1.1836 -1.2785 -1.5121
H -0.6873 4.2038 -4.1811
H -1.4116 4.0121 -2.5736
H -1.6546 -0.0580 -3.8503
H -1.9354 -2.3697 -4.5817
H -1.1708 -4.7235 -4.6330
H 0.6910 -5.4289 -3.1444
H 1.8072 -3.7811 -1.6681
C -3.3150 0.7951 -0.3571
C -2.9892 2.2013 -0.8832
C -3.2998 3.2017 0.2266
C -3.8808 2.4789 -2.0934
N -1.5581 2.4344 -1.1683
H -4.3219 0.7585 0.0715
H -2.6035 0.5133 0.4213
H -3.2767 0.0421 -1.1497
H -4.3646 3.1976 0.4761
H -3.0166 4.2109 -0.0848
H -2.7416 2.9586 1.1354
H -4.9396 2.3734 -1.8401
H -3.6700 1.7822 -2.9105
H -3.7206 3.4941 -2.4667
N 1.5378 2.1093 -1.3039
H 0.8687 2.8773 -1.2340
H 1.7783 2.0470 -2.2957
H 2.3666 2.3590 -0.7762


(2)
16
Properties=species:S:1:pos:R:3 method="wB97M-V/def2-TZVPD" relative_energy_ev=1.973 total_energy_ev=-8867.239 smiles="CC(=O)[C@@H]1CN1C" multiplicity=1 homo_lumo_gap_ev=10.3
C 0.5966 -2.1000 0.5752
C 1.0893 -1.1401 -0.4863
O 1.9507 -1.4457 -1.2854
C 0.5006 0.2427 -0.5340
C 0.4942 1.1243 0.6735
N -0.7211 0.5161 0.1983
C -1.6964 1.3798 -0.4429
H 0.4767 -3.0870 0.1217
H 1.3589 -2.1964 1.3559
H -0.3434 -1.7692 1.0213
H 0.6603 0.7387 -1.4928
H 0.6543 2.1882 0.4881
H 0.8761 0.7491 1.6219
H -2.3494 1.8057 0.3246
H -2.3070 0.7863 -1.1297
H -1.2405 2.2076 -1.0094


(3)
11
Properties=species:S:1:pos:R:3 method="wB97M-V/def2-TZVPD" relative_energy_ev=3.080 total_energy_ev=-8774.615 multiplicity=1 homo_lumo_gap_ev=9.8
C -1.1337 1.3540 0.1116
N 0.2003 0.9129 -0.2875
C 0.5966 -0.3471 -0.3055
O -0.2446 -1.2695 0.0686
C 1.1452 -1.9398 0.0700
O 1.7151 -2.1971 1.0978
H -1.6150 0.5478 0.6659
H -1.0556 2.2354 0.7536
H -1.7430 1.5984 -0.7648
H 0.8653 1.6187 -0.5694
H 1.2186 -2.4746 -0.8797


(4)
9
Properties=species:S:1:pos:R:3 method="wB97M-V/def2-TZVPD" relative_energy_ev=3.756 total_energy_ev=-18195.331 smiles="O=NCl.C=C" multiplicity=1 homo_lumo_gap_ev=9.3
O 2.5563 1.3405 -0.1288
N 2.4733 0.2620 0.3002
Cl 3.8334 -0.8282 -0.0814
C -1.2332 0.3417 -0.4059
C -1.7233 -0.6019 0.3704
H -0.2015 0.3428 -0.7138
H -1.8306 1.1721 -0.7433
H -1.1220 -1.4293 0.7102
H -2.7523 -0.5995 0.6925


(5)
105
Properties=species:S:1:pos:R:3 method="wB97M-V/def2-TZVPD" total_energy_ev=-47435.743 charge=-1 multiplicity=1 homo_lumo_gap_ev=4.4
C -0.9215 2.0427 5.8438
C -0.6993 1.6115 4.3705
C -2.0097 1.2085 3.6849
C -1.9295 0.4806 2.3205
C -0.9626 0.9901 1.2099
C -1.7648 1.6048 0.0189
C -1.1170 2.7612 -0.7764
C 0.3013 2.4917 -1.3283
C 1.2132 3.7526 -1.3854
C 1.7665 4.2123 -0.0071
C 3.3213 4.1859 0.0574
C 3.9707 2.8852 -0.4928
C 4.3386 1.8615 0.6033
C 3.1301 1.3143 1.4082
C 2.6526 -0.1172 1.0375
C 2.2802 -0.3489 -0.4406
N 1.2621 -1.3909 -0.5028
C 0.9007 -1.6658 -1.8947
C -0.3574 -0.9281 -2.3818
N -1.3970 -0.6817 -1.6320
H -0.0400 2.5961 6.2170
H -1.8275 2.6820 5.9142
H -1.1033 1.1390 6.4579
H 0.0886 0.8566 4.2812
H -0.2948 2.5108 3.8485
H -2.6847 2.0874 3.6122
H -2.5117 0.4901 4.3752
H -1.7851 -0.6051 2.5021
H -2.9508 0.5675 1.8952
H -0.3865 0.1200 0.8330
H -0.2118 1.7299 1.5497
H -2.0923 0.8299 -0.7018
H -2.6924 2.0073 0.4777
H -1.1814 3.7184 -0.2136
H -1.7480 2.9089 -1.6811
H 0.2296 2.1091 -2.3654
H 0.8426 1.7269 -0.7386
H 2.0422 3.5641 -2.0900
H 0.6083 4.5749 -1.8301
H 1.3473 3.6012 0.8172
H 1.4285 5.2519 0.1923
H 3.6170 4.2844 1.1240
H 3.7289 5.0738 -0.4664
H 4.9181 3.1606 -1.0058
H 3.3290 2.4120 -1.2592
H 5.0257 2.3838 1.3077
H 4.9325 1.0371 0.1560
H 2.2452 1.9572 1.2313
H 3.3726 1.3290 2.4914
H 1.6973 -0.2613 1.5809
H 3.4043 -0.8662 1.3617
H 3.2105 -0.6118 -1.0233
H 1.8689 0.6158 -0.8547
H 0.7301 -2.7614 -2.0287
H 1.7126 -1.3349 -2.5863
H -0.3550 -0.5677 -3.4344
H -2.0947 -0.1769 -2.1932
C -0.3455 -2.0255 4.7201
O 0.6730 -1.2884 4.0719
H -1.2060 -1.3670 4.8364
H -0.6456 -2.8955 4.1278
H -0.0285 -2.3665 5.7119
H 1.4358 -1.8745 3.9596
C 2.7475 -5.0625 -2.8050
O 3.2626 -3.7805 -3.1371
H 2.1932 -5.4266 -3.6646
H 3.5547 -5.7665 -2.5800
H 2.0703 -4.9992 -1.9493
H 3.7361 -3.4430 -2.3653
C 2.4588 -7.7186 -6.5581
O 2.8152 -7.0677 -5.3489
H 2.0762 -8.7029 -6.2960
H 1.6786 -7.1689 -7.0916
H 3.3236 -7.8416 -7.2165
H 3.1555 -6.1901 -5.5681
C -5.7029 0.0147 -1.4518
O -4.4314 0.6178 -1.6329
H -6.3795 0.4332 -2.1936
H -5.6482 -1.0680 -1.5963
H -6.1011 0.2247 -0.4548
H -3.8240 0.2423 -0.9792
C -0.7883 5.1636 7.8807
O 0.2717 4.2387 8.0732
H -1.2421 4.9365 6.9189
H -1.5485 5.0665 8.6610
H -0.4204 6.1933 7.8632
H 0.6842 4.4297 8.9251
C 1.1271 -4.1141 1.9938
O 2.1457 -3.1762 2.2781
H 0.8815 -4.6330 2.9217
H 0.2274 -3.6189 1.6166
H 1.4588 -4.8528 1.2582
H 2.3569 -2.6939 1.4527
C -9.0531 -0.0645 -4.5658
O -8.7802 0.6507 -3.3694
H -9.4077 -1.0520 -4.2786
H -9.8282 0.4299 -5.1580
H -8.1530 -0.1777 -5.1753
H -8.4604 1.5285 -3.6151
C 0.9643 -1.8969 -6.1208
O 1.4340 -0.9256 -5.2056
H -0.1146 -1.9658 -5.9932
H 1.1797 -1.6142 -7.1570
H 1.4043 -2.8778 -5.9162
H 2.3937 -0.8640 -5.2933


(6)
49
Properties=species:S:1:pos:R:3 method="wB97M-V/def2-TZVPD" relative_energy_ev=2.352 total_energy_ev=-29724.650 smiles=CCCc1cc[nH]c1.O.O.O.O.O.O.O.O.O.O multiplicity=1 homo_lumo_gap_ev=8.4
C 0.1574 2.3557 3.6909
C 0.8607 2.5666 2.3077
C 1.7032 1.3042 1.7960
C 1.0257 -0.0623 1.6664
C -0.1892 -0.6462 2.1645
C -0.3862 -1.8323 1.4258
N 0.7188 -2.0092 0.6243
C 1.5834 -0.9989 0.7099
H -0.5170 1.3506 3.6231
H -0.4592 2.9805 4.2107
H 0.7824 1.8610 4.3674
H 0.1508 2.8776 1.5927
H 1.6330 3.2995 2.3675
H 2.2764 1.6790 1.0541
H 2.3933 1.1879 2.6584
H -0.6830 -0.1497 2.9770
H -1.1168 -2.5999 1.4721
H 0.7536 -2.6845 -0.0578
H 2.5264 -0.9604 0.2709
O -1.7485 1.7975 -2.7784
H -2.6680 1.5622 -2.6792
H -1.4032 1.4638 -3.6533
O -1.4197 -2.3072 -1.1658
H -1.0520 -1.5229 -1.0078
H -0.7913 -2.7434 -1.8258
O 0.0637 3.5351 -2.1222
H 0.2059 4.2605 -2.7446
H -0.9507 3.2477 -2.2354
O 3.5649 -2.1288 2.8397
H 3.2140 -1.5476 3.3964
H 3.0206 -1.9010 2.1515
O 0.9996 -1.4712 -2.3675
H 0.9421 -0.5334 -2.2324
H 1.9752 -1.5129 -2.6815
O -4.0897 -2.2096 0.0750
H -3.9278 -2.9194 0.7031
H -3.2253 -2.0370 -0.2633
O -2.9343 0.1741 0.5623
H -2.4325 -0.4072 1.0599
H -3.7960 -0.1742 0.4880
O 0.9416 1.0578 -1.6391
H 0.6872 1.9864 -2.0168
H 0.6319 1.0764 -0.7738
O 3.6922 1.1245 -1.6051
H 2.8270 1.4744 -1.3695
H 3.8514 1.3413 -2.5320
O -3.1566 -0.8084 -2.8256
H -3.4607 -1.4260 -2.2440
H -2.2546 -0.6977 -2.7996


(7)
21
Properties=species:S:1:pos:R:3 method="wB97M-V/def2-TZVPD" relative_energy_ev=1.353 total_energy_ev=-18841.030 multiplicity=2 homo_lumo_gap_ev="8.5 / 8.5"
O -2.0934 1.5667 -0.9661
C -2.1077 2.9741 -1.0504
O -1.9841 3.4982 -2.1481
O -2.2394 3.4645 0.0976
C -1.1535 0.8422 -1.7448
H -1.6417 0.3778 -2.6136
H -0.3650 1.5162 -2.1055
C -0.5761 -0.2211 -0.8433
H -1.3165 -0.9901 -0.5903
H 0.3223 -0.6689 -1.2848
O 1.9035 -0.2302 0.7563
C 0.6510 -0.1497 1.2695
C 2.3576 -1.5885 0.8287
O -0.2479 0.4551 0.4778
O 0.2410 -1.3592 1.7241
C 1.3792 -2.2174 1.8165
H 3.3959 -1.6021 1.1737
H 2.2892 -2.0368 -0.1723
H 1.7605 -2.2075 2.8459
H 1.0716 -3.2307 1.5407
Li -1.6464 1.8073 0.9884


(8)
30
Properties=species:S:1:pos:R:3 method="wB97M-V/def2-TZVPD" total_energy_ev=-37074.537 multiplicity=1 homo_lumo_gap_ev=8.9
N -2.4798 -1.5805 1.7946
C -2.4373 -0.1872 2.1120
O -3.4226 0.4017 2.5201
C -1.1234 0.5452 1.9207
C -0.1128 0.0904 2.9612
O 1.2164 0.1312 2.4286
S 1.6597 -1.3436 1.8145
O 3.0043 -1.5382 2.2488
O 1.8510 -0.9029 0.2597
H -1.8334 -2.1229 2.3473
H -2.1989 -1.6908 0.8253
H -1.3367 1.5997 2.0030
H -0.7257 0.3378 0.9361
H -0.3461 -0.9287 3.2465
H -0.1818 0.6802 3.8611
H 0.9699 -0.9027 -0.1443
C -1.2957 -1.0669 -3.1380
N -0.8818 -1.3356 -1.7368
O -1.6544 -1.9066 -0.9982
O 0.2189 -0.9588 -1.4032
H -2.2956 -1.4573 -3.2774
H -1.2609 0.0093 -3.2809
H -0.5800 -1.5629 -3.7854
C 2.6834 2.0556 -1.5568
N 1.5355 2.4709 -2.4097
O 0.9362 1.6031 -3.0071
O 1.2756 3.6492 -2.4451
H 2.7887 0.9800 -1.6250
H 3.5656 2.5649 -1.9307
H 2.4615 2.3666 -0.5410


(9)
108
Properties=species:S:1:pos:R:3 method="wB97M-V/def2-TZVPD" total_energy_ev=-345252.172 smiles="CCCCNN(C(=O)OC[C@@H](C)Br)P(=N)(O)O.ClCCCl.ClCCCl.ClCCCl.ClCCCl.ClCCCl.ClCCCl.ClCCCl.ClCCCl.ClCCCl" multiplicity=1 homo_lumo_gap_ev=9.5
C 4.5503 -2.1942 3.1472
C 4.5602 -0.7119 2.7246
C 4.0211 -0.4483 1.3243
C 2.5038 -0.3303 1.2305
N 1.9030 -1.4647 0.4752
N 0.5638 -1.7455 0.9350
C -0.4486 -1.3010 0.0259
O -0.8087 -1.9051 -0.9387
O -0.9223 -0.0633 0.3096
C -1.8522 -0.0166 1.4192
C -1.1517 0.2699 2.7229
C -0.3747 1.5820 2.7241
Br -2.5795 0.2990 4.0704
P 0.4332 -3.3126 1.5483
N 1.5770 -3.6567 2.5299
O -1.0626 -3.2273 2.1408
O 0.3614 -4.2935 0.2875
H 4.3271 -2.8446 2.3091
H 5.5134 -2.4634 3.5678
H 3.7911 -2.3892 3.8965
H 5.5906 -0.3670 2.7423
H 4.0169 -0.1108 3.4508
H 4.4380 0.5056 1.0039
H 4.3927 -1.1948 0.6256
H 2.0530 -0.3561 2.2157
H 2.2128 0.6089 0.7589
H 1.8393 -1.1749 -0.4950
H -2.5667 0.7635 1.1868
H -2.3913 -0.9592 1.4764
H -0.5083 -0.5448 3.0188
H -0.4695 2.0698 3.6870
H -0.7474 2.2512 1.9565
H 0.6760 1.3710 2.5602
H 1.2550 -3.7959 3.4809
H -1.1103 -3.8598 2.8734
H 0.0625 -5.1566 0.6139
Cl -3.3434 0.8752 -3.7325
C -2.4509 -0.6688 -3.6782
C -1.1780 -0.6181 -4.4767
Cl -1.4723 -0.4931 -6.2355
H -3.1151 -1.4507 -4.0364
H -2.2030 -0.8631 -2.6369
H -0.6115 -1.5326 -4.3119
H -0.5647 0.2313 -4.1871
Cl 2.9661 -7.3423 -0.4176
C 2.6630 -6.2700 -1.8093
C 3.8840 -5.4790 -2.2030
Cl 4.3130 -4.2761 -0.9643
H 1.8427 -5.6085 -1.5418
H 2.3551 -6.9037 -2.6394
H 3.6758 -4.9340 -3.1223
H 4.7463 -6.1207 -2.3636
Cl 7.9098 1.7639 4.4833
C 8.0573 2.6006 2.9167
C 6.9651 3.6178 2.7114
Cl 5.3699 2.8474 2.5210
H 8.0425 1.8449 2.1358
H 9.0252 3.0983 2.9083
H 7.1592 4.1832 1.8018
H 6.9027 4.3078 3.5484
Cl -1.5395 -0.8508 7.5105
C -3.2248 -1.4110 7.6362
C -4.1837 -0.2677 7.8368
Cl -3.9993 0.4999 9.4377
H -3.2812 -2.1298 8.4492
H -3.4622 -1.9152 6.7003
H -5.2057 -0.6333 7.7752
H -4.0446 0.5016 7.0834
Cl 3.0433 2.3205 -8.6890
C 1.9410 0.9190 -8.5905
C 1.9561 0.2864 -7.2253
Cl 3.5129 -0.5080 -6.8677
H 2.2333 0.2103 -9.3606
H 0.9394 1.2844 -8.8103
H 1.1857 -0.4779 -7.1658
H 1.7728 1.0230 -6.4468
Cl 4.6573 2.7252 -3.7246
C 4.5005 3.8013 -5.1401
C 5.7821 4.5384 -5.4308
Cl 6.1776 5.7265 -4.1606
H 3.6831 4.4902 -4.9444
H 4.2299 3.1722 -5.9866
H 5.6867 5.0897 -6.3644
H 6.6185 3.8497 -5.5136
Cl 3.7254 5.5572 -8.8900
C 2.4537 5.5318 -10.1372
C 1.8061 6.8802 -10.3141
Cl 0.8435 7.3529 -8.8909
H 1.7294 4.7749 -9.8489
H 2.9284 5.2262 -11.0679
H 1.1263 6.8463 -11.1635
H 2.5468 7.6561 -10.4866
Cl -10.0432 0.4653 5.5833
C -9.0446 0.7624 7.0302
C -7.8706 1.6574 6.7327
Cl -6.6745 0.8638 5.6735
H -8.7209 -0.2022 7.4119
H -9.6870 1.2358 7.7700
H -7.3592 1.9088 7.6607
H -8.1847 2.5757 6.2445
Cl -10.7066 -4.8196 3.7823
C -11.1824 -3.3879 2.8325
C -11.9976 -2.4136 3.6416
Cl -13.6067 -3.0602 4.0548
H -11.7315 -3.7352 1.9616
H -10.2646 -2.9049 2.5022
H -12.1574 -1.5052 3.0634
H -11.4950 -2.1530 4.5692